Entry 1:
18
Properties=species:S:1:pos:R:3:forces:R:3:lowdin_charge:R:1 method="wB97M-V/def2-TZVPD" smiles=CCCCO.O de_lowest_kj_mol=105.97 max_force_ha_per_bohr=0.056 total_energy_ev=-8436.4157 orbital_gap_ev=10.7
C 1.238121 -0.088746 1.978348 -1.514 -0.396 -0.618 -0.11
C 1.525059 -0.326656 0.469071 1.103 -1.401 1.185 -0.28
C 0.280523 -0.011332 -0.324770 -0.011 0.741 -0.585 -0.25
C 0.403853 1.421681 -0.912636 0.398 -2.473 1.275 -0.29
O -0.877149 1.728360 -1.426622 -0.574 1.950 2.047 -0.09
H 0.434694 0.672956 1.966430 -0.040 -0.567 0.430 0.06
H 1.980867 0.411572 2.570430 0.886 -0.426 0.208 0.05
H 0.861145 -1.060222 2.422463 0.408 1.402 -0.110 0.09
H 2.484743 0.177647 0.223393 -0.919 0.272 -0.489 0.11
H 1.786270 -1.387003 0.303325 -0.074 0.281 0.258 0.10
H 0.008594 -0.745692 -1.090990 0.580 0.211 -0.297 0.11
H -0.625906 -0.025340 0.281559 0.157 0.016 0.530 0.10
H 1.165872 1.261784 -1.696353 -0.389 1.126 0.123 0.12
H 0.766342 2.028086 -0.005693 -0.454 -0.101 -1.745 0.14
H -1.334855 2.056515 -0.581347 0.427 -0.669 -2.222 0.13
O -3.584468 -1.810759 -1.146087 0.606 0.292 -0.467 -0.07
H -2.869755 -1.544486 -1.755111 -0.490 -0.026 0.437 0.04
H -3.643948 -2.758364 -1.275411 -0.099 -0.230 0.040 0.03

---

Entry 2:
20
Properties=species:S:1:pos:R:3:forces:R:3:lowdin_charge:R:1 method="wB97M-V/def2-TZVPD" de_lowest_kj_mol=376.28 max_force_ha_per_bohr=0.083 total_charge=+1 total_energy_ev=-8366.9105 orbital_gap_ev=9.3
C 0.695517 2.024623 -2.104606 0.504 -0.080 0.204 -0.19
C 0.081079 2.172423 -1.086052 -1.246 0.654 0.525 0.06
C 1.523698 1.855213 -3.279371 -1.778 -1.956 -0.095 -0.09
C -2.089415 -0.768983 0.155033 0.955 -0.509 4.137 -0.02
C -0.701219 -1.366318 -0.029886 -1.719 1.387 0.106 -0.12
N 0.257416 -1.276008 0.791343 1.386 -0.621 0.658 0.16
N 0.406763 -1.190051 3.354666 2.253 3.040 1.402 0.04
H -0.648388 2.556347 -0.373961 0.752 -0.475 -0.324 0.04
H -0.532538 -1.583432 -1.042332 0.688 -1.145 -1.243 0.12
H 2.519701 2.037517 -3.144928 2.677 0.512 0.946 0.05
H 1.459128 0.821256 -3.658196 -0.162 0.400 0.005 0.10
H 1.243743 2.521277 -4.037792 -0.784 0.872 -1.214 0.07
H -1.906794 0.145645 -0.323091 -0.176 1.700 -1.005 0.04
H -2.959823 -1.263294 -0.305593 0.703 -0.071 0.352 0.10
H -2.221979 -0.460559 1.325036 -0.105 -0.993 -2.873 0.15
H 0.203543 -0.976224 1.886260 -0.097 -0.821 -0.653 0.06
H 1.217489 -1.672447 0.585756 -1.576 0.790 -0.316 0.17
H 1.428216 -1.303528 3.634665 -1.699 -0.091 -0.531 0.11
H 0.126474 -0.340662 3.914610 0.230 -1.098 -0.763 0.10
H -0.102612 -1.932797 3.738441 -0.805 -1.496 0.681 0.04

---

Entry 3:
20
Properties=species:S:1:pos:R:3:forces:R:3:lowdin_charge:R:1 method="wB97M-V/def2-TZVPD" de_lowest_kj_mol=904.09 max_force_ha_per_bohr=0.062 total_energy_ev=-21310.3767 orbital_gap_ev=4.2
O -0.274535 0.362846 -0.683000 -0.252 -0.835 -2.145 -0.11
C 0.690675 -0.269251 0.029727 0.479 1.867 0.415 -0.32
C 1.987074 -0.376714 -0.686133 -0.828 -1.979 0.997 0.11
C 3.206846 -0.429404 0.017067 1.952 1.845 1.631 -0.14
C 4.491855 -0.619848 -0.427993 -2.444 -0.845 -0.259 0.14
S -4.875658 -1.127902 -0.709137 2.071 0.476 -1.236 0.35
H 0.364465 -1.278968 0.407795 0.657 0.381 0.053 0.17
H 1.927565 -0.721729 -1.708706 0.202 0.686 -0.554 0.14
H 0.860791 0.427848 0.895610 -0.077 -0.618 0.476 0.13
H -2.843363 -1.289773 -0.145763 -3.204 -0.158 -0.061 0.18
H 3.309541 -0.038412 1.063976 -1.331 -0.695 -0.715 0.13
H 4.604347 -0.888588 -1.466985 0.814 0.046 -0.125 0.08
H 5.232835 -0.673024 0.359756 0.480 0.175 -0.623 0.08
H -6.123893 -1.488446 -0.291077 0.983 -0.667 1.125 -0.25
H -2.747672 1.094407 0.769227 0.529 0.507 -0.122 -0.01
H -3.889354 0.681281 -0.134948 -0.066 0.637 -0.068 -0.17
O -3.241671 1.395385 -0.012788 -0.310 -0.591 0.173 -0.15
H -1.222733 2.449939 1.576211 0.119 0.096 -0.051 -0.05
H -0.634505 1.173704 -0.167578 0.003 -0.128 1.389 0.05
O -0.822608 1.616641 1.314748 0.224 -0.198 -0.300 -0.37